(1)
Here is 7 unconnected molecules or ions with the total composition C31H76BClFN3O14P from OMol25. Energies are from wB97M-V/def2-TZVPD.

Element x y z (Å)
C1 2.8066 -0.3662 3.9410
C2 2.2650 0.7036 2.9467
C3 1.3480 0.0983 1.8823
F1 0.5536 1.0363 1.2963
N1 2.0586 -0.7485 0.9188
C4 2.3991 -0.3185 -0.2649
N2 2.2869 0.8933 -0.8037
N3 2.9822 -1.3827 -0.9413
C5 3.2045 -2.4856 -0.0140
P1 4.9975 -2.4186 0.6247
O1 5.0624 -3.2995 2.0202
Cl1 5.3750 -0.4475 1.2386
C6 2.1944 -2.1707 1.1563
B1 0.8813 -3.1044 0.9866
C7 0.3841 -3.9664 2.2208
O2 0.2172 -3.1864 -0.1949
H1 2.7701 0.0090 4.9807
H2 3.8626 -0.5253 3.7099
H3 2.2286 -1.2961 3.9236
H4 1.6706 1.4067 3.5379
H5 3.1150 1.2398 2.5126
H6 0.6738 -0.5686 2.4429
H7 1.6796 1.0033 -1.6083
H8 2.7028 1.7297 -0.4251
H9 3.8307 -1.0129 -1.3731
H10 2.9930 -3.4150 -0.5496
H11 4.2555 -3.8316 2.1252
H12 2.6006 -2.4671 2.1262
H13 0.0791 -4.9725 1.9089
H14 -0.4767 -3.5142 2.7348
H15 1.1999 -4.0745 2.9490
H16 -0.6932 -3.4911 -0.0680
C8 1.1643 2.6790 -7.5721
O3 1.4529 1.3084 -7.3433
C9 2.2525 1.0958 -6.1935
C10 1.4219 0.5702 -5.0413
O4 0.5325 1.5614 -4.5438
C11 -0.8129 1.3527 -4.9568
H17 0.4386 2.7374 -8.3812
H18 0.7379 3.1530 -6.6840
H19 2.0708 3.2121 -7.8756
H20 2.7775 2.0116 -5.9050
H21 3.0024 0.3435 -6.4593
H22 2.0944 0.3051 -4.2151
H23 0.8790 -0.3319 -5.3371
H24 -1.2261 0.4664 -4.4632
H25 -0.8838 1.2375 -6.0399
H26 -1.3970 2.2225 -4.6598
C12 -4.2260 6.8908 -7.3783
O5 -4.6963 6.7619 -6.0477
C13 -5.0815 5.4318 -5.7236
C14 -4.0384 4.7564 -4.8604
O6 -2.8429 4.4997 -5.5910
C15 -1.8048 5.4089 -5.2694
H27 -3.8250 7.8966 -7.4960
H28 -3.4338 6.1695 -7.5961
H29 -5.0497 6.7578 -8.0869
H30 -5.2737 4.8487 -6.6287
H31 -6.0151 5.4981 -5.1588
H32 -4.4270 3.7850 -4.5365
H33 -3.8301 5.3529 -3.9670
H34 -1.4443 5.2294 -4.2500
H35 -2.1371 6.4455 -5.3634
H36 -0.9827 5.2398 -5.9644
C16 -10.6576 6.1686 -2.4652
O7 -10.5352 4.7945 -2.1372
C17 -10.3628 3.9678 -3.2794
C18 -8.9239 3.5201 -3.4214
O8 -8.0736 4.6072 -3.7672
C19 -7.3074 5.0628 -2.6646
H37 -10.6439 6.7370 -1.5364
H38 -9.8309 6.5063 -3.0954
H39 -11.6084 6.3544 -2.9747
H40 -10.6986 4.4786 -4.1864
H41 -10.9930 3.0849 -3.1336
H42 -8.8607 2.7941 -4.2384
H43 -8.5791 3.0300 -2.5061
H44 -6.5588 4.3101 -2.3914
H45 -7.9407 5.2824 -1.8018
H46 -6.7916 5.9757 -2.9614
C20 -5.2780 -5.6513 5.3033
O9 -4.2543 -5.7231 6.2821
C21 -3.0565 -6.3027 5.7888
C22 -2.0036 -5.2467 5.5287
O10 -2.3572 -4.4195 4.4234
C23 -2.8289 -3.1451 4.8293
H47 -6.1004 -5.0731 5.7212
H48 -4.9291 -5.1575 4.3924
H49 -5.6433 -6.6542 5.0615
H50 -3.2480 -6.8881 4.8847
H51 -2.6874 -6.9831 6.5622
H52 -1.0639 -5.7442 5.2662
H53 -1.8289 -4.6459 6.4256
H54 -2.0091 -2.5538 5.2540
H55 -3.6349 -3.2310 5.5610
H56 -3.2102 -2.6306 3.9473
C24 8.0932 -3.5329 -0.6237
O11 7.1208 -4.0766 -1.5007
C25 7.0390 -3.3730 -2.7332
C26 7.7136 -4.1370 -3.8534
O12 9.1199 -4.1706 -3.6773
C27 9.5886 -5.4255 -3.2089
H57 8.1924 -4.2040 0.2288
H58 9.0666 -3.4405 -1.1106
H59 7.7683 -2.5519 -0.2609
H60 7.4679 -2.3706 -2.6393
H61 5.9735 -3.2675 -2.9713
H62 7.5220 -3.6176 -4.7980
H63 7.3032 -5.1478 -3.9342
H64 9.4818 -6.1852 -3.9894
H65 9.0529 -5.7437 -2.3109
H66 10.6449 -5.3197 -2.9681
C28 4.1854 -0.0871 10.5054
O13 2.8333 0.3402 10.5208
C29 2.5522 1.3220 9.5351
C30 1.7979 0.7251 8.3665
O14 2.6220 -0.1604 7.6122
C31 2.3189 -1.5232 7.8690
H67 4.2776 -0.9301 11.1884
H68 4.4938 -0.4088 9.5071
H69 4.8419 0.7170 10.8522
H70 3.4707 1.8085 9.1940
H71 1.9219 2.0807 10.0091
H72 1.4987 1.5342 7.6918
H73 0.8914 0.2182 8.7087
H74 1.3351 -1.7717 7.4545
H75 2.3340 -1.7425 8.9386
H76 3.0720 -2.1364 7.3746

## Properties
frontier orbital gap	7.4	eV
net charge	+1
2S+1	1

(2)
Here is 15 unconnected molecules or ions with the total composition C31H76O23S4 from OMol25. Energies are from wB97M-V/def2-TZVPD.

Element x y z (Å)
C1 -4.1928 -0.9668 -5.0747
C2 -3.7780 -2.3041 -5.5277
C3 -2.4440 -2.5898 -4.8033
S1 -2.2651 -1.4775 -3.3650
O1 -1.3503 -0.3730 -3.7360
O2 -2.1332 -2.3818 -2.2133
C4 -4.0000 -0.8776 -3.5619
H1 -5.2099 -0.7938 -5.4265
H2 -3.5908 -0.1625 -5.4977
H3 -3.6624 -2.2585 -6.6105
H4 -4.5573 -3.0396 -5.3282
H5 -1.5865 -2.6940 -5.4681
H6 -2.5974 -3.4903 -4.2087
H7 -3.9253 0.1021 -3.0902
H8 -4.6721 -1.5446 -3.0219
C5 1.1324 1.7494 -4.2403
C6 -0.0137 2.6379 -4.6998
C7 0.3051 3.1799 -6.1124
S2 2.0826 3.5960 -6.0318
O3 2.1917 5.0288 -5.7796
O4 2.6478 2.9972 -7.2511
C8 2.3780 2.5303 -4.4938
H9 1.2369 0.8189 -4.7983
H10 0.8753 1.5032 -3.2101
H11 -0.0665 3.5016 -4.0370
H12 -0.9545 2.0921 -4.7708
H13 -0.1958 4.0595 -6.5167
H14 0.1690 2.3797 -6.8399
H15 2.6619 3.2606 -3.7360
H16 3.2891 1.9855 -4.7413
C9 5.2665 1.8643 3.8454
C10 6.0725 0.5713 3.6630
C11 5.0095 -0.5839 3.5510
S3 3.6298 0.0973 2.5502
O5 2.4050 -0.1853 3.2495
O6 3.9281 -0.3151 1.1737
C12 4.1298 1.8912 2.7848
H17 5.9633 2.6926 3.7170
H18 4.9200 1.9103 4.8778
H19 6.6942 0.5005 4.5555
H20 6.7914 0.5489 2.8440
H21 4.6228 -0.6985 4.5636
H22 5.2789 -1.5530 3.1311
H23 3.2911 2.5248 3.0734
H24 4.5152 2.2076 1.8156
C13 -0.0202 -0.9408 0.9533
C14 0.5380 0.4324 0.5227
C15 -0.4163 0.8150 -0.5830
S4 -2.1155 0.6150 0.1993
O7 -3.1602 0.1992 -0.7805
O8 -2.3552 1.8058 1.0246
C16 -1.5439 -0.7811 1.1695
H25 0.4735 -1.2828 1.8629
H26 0.1508 -1.6688 0.1602
H27 1.5621 0.2571 0.1934
H28 0.6227 1.0678 1.4044
H29 -0.3487 0.0565 -1.3628
H30 -0.3442 1.8095 -1.0234
H31 -1.9123 -1.6952 0.7037
H32 -2.0076 -0.8025 2.1556
C17 2.5692 4.0993 0.2436
O9 1.8519 3.1572 -0.5254
H33 2.7178 5.0600 -0.2495
H34 2.0808 4.3385 1.1882
H35 3.5031 3.6212 0.5391
H36 1.1229 3.6537 -0.9045
C18 3.6385 0.5820 -2.0158
O10 4.1384 -0.6725 -1.5764
H37 4.0370 0.6201 -3.0297
H38 2.5493 0.6237 -2.0281
H39 4.0852 1.3683 -1.4073
H40 4.0028 -0.7294 -0.6277
C19 -0.6873 -2.9985 4.7339
O11 -0.1377 -3.4196 3.4997
H41 -1.7540 -2.7946 4.6407
H42 -0.3410 -3.7789 5.4115
H43 -0.2327 -2.0670 5.0713
H44 0.8095 -3.2885 3.4153
C20 -0.8080 5.6288 -0.1431
O12 -0.4792 4.6868 -1.1309
H45 -1.2841 6.5198 -0.5526
H46 -1.4558 5.2630 0.6535
H47 0.1136 6.0682 0.2385
H48 -1.1612 4.6854 -1.8065
C21 -5.0467 -1.0440 2.7024
O13 -5.7821 0.0990 2.1974
H49 -5.2524 -1.2032 3.7609
H50 -5.4424 -1.9132 2.1770
H51 -3.9762 -1.1282 2.5154
H52 -5.4006 0.9226 2.5101
C22 -5.4708 3.1436 0.6313
O14 -4.7637 3.2550 1.8673
H53 -6.3461 3.7112 0.9472
H54 -5.0555 3.7305 -0.1880
H55 -5.9142 2.2098 0.2856
H56 -3.8627 2.9351 1.7803
C23 -3.5700 -4.2680 2.7208
O15 -4.2823 -4.5390 1.5262
H57 -2.7906 -4.9762 3.0020
H58 -3.1320 -3.2764 2.6069
H59 -4.2520 -4.2558 3.5710
H60 -3.7386 -4.3839 0.7504
C24 -1.1818 -4.4725 0.0891
O16 -2.5014 -4.2829 -0.4978
H61 -0.9685 -5.5395 0.1541
H62 -0.3814 -4.0140 -0.4915
H63 -1.0917 -4.0489 1.0894
H64 -2.4836 -3.7485 -1.2951
C25 1.4462 -2.0996 -3.3929
O17 2.6037 -2.6145 -2.7479
H65 1.2515 -2.5898 -4.3468
H66 0.6156 -2.2236 -2.6980
H67 1.5675 -1.0341 -3.5882
H68 3.1123 -1.8222 -2.5605
C26 -0.2003 2.1338 4.8824
C27 -0.5678 0.7175 5.3002
O18 -1.9797 0.7467 5.3426
C28 -2.4577 1.8741 4.6760
O19 -3.6126 2.1715 4.5577
O20 -1.4646 2.7294 4.4877
H69 0.5073 2.1705 4.0541
H70 0.1047 2.6944 5.7661
H71 -0.1028 0.4306 6.2434
H72 -0.2766 0.0376 4.4995
C29 2.7672 -3.3437 0.2468
C30 4.2188 -3.5186 0.4523
O21 4.3327 -3.2487 1.8315
C31 3.1337 -3.3729 2.4596
O22 2.9370 -3.3240 3.6853
O23 2.2327 -3.4814 1.5400
H73 2.4932 -4.1834 -0.3919
H74 2.4825 -2.3712 -0.1548
H75 4.8672 -2.8904 -0.1585
H76 4.3822 -4.5563 0.1612

## Properties
frontier orbital gap	9.1	eV
2S+1	1

Which E_HOMO belongs to each record? In order, -10.45 -9.25 eV.